This record from the OMol25 dataset describes the molecule C28H33N3O3S. The level of theory is ωB97M-V/def2-TZVPD.

The energy above the lowest of the compared OMol25 structures with the same formula, charge and spin is 0.0 kJ/mol. The calculation puts the LUMO energy at 0.0194 Eh. The calculation puts the total energy at -1874.98208 Ha. The net charge is 0. As for the SMILES: CC(C)c1ccc(S(=O)(=O)N2CCN([C@H](C)C(=O)Nc3ccccc3-c3ccccc3)CC2)cc1. Its multiplicity is 1. Its orbital gap is 0.331 Ha.

Element x y z (Å)
C 3.9552 3.7212 3.9676
H 3.6575 3.4382 4.9745
H 4.7513 3.0552 3.6454
H 4.3459 4.7358 3.9939
C 2.7587 3.6425 3.0163
C 2.1497 2.2620 3.0530
C 2.8780 1.1431 2.6577
C 2.3211 -0.1215 2.7221
C 1.0321 -0.2738 3.1922
C 0.2899 0.8190 3.5932
C 0.8501 2.0826 3.5158
H 0.2749 2.9403 3.8338
H -0.7023 0.6677 3.9874
S 0.3237 -1.9155 3.3067
O -0.4878 -1.9828 4.4858
O 1.3694 -2.8767 3.1179
N -0.7098 -2.0746 2.0135
C -1.9444 -1.3359 2.0365
C -2.9337 -2.0167 1.0920
N -2.3678 -2.0578 -0.2478
C -1.1271 -2.8208 -0.2375
C -0.1307 -2.1346 0.6974
H 0.7910 -2.7105 0.7721
H 0.0983 -1.1239 0.3246
H -0.7195 -2.8568 -1.2495
H -1.2822 -3.8470 0.1269
C -3.3267 -2.4601 -1.2712
C -3.5351 -3.9658 -1.4610
H -4.3053 -4.1150 -2.2123
H -2.6245 -4.4449 -1.8106
H -3.8514 -4.4310 -0.5306
H -4.2925 -2.0248 -0.9794
C -3.0267 -1.8002 -2.6301
O -3.5841 -2.1569 -3.6444
N -2.1431 -0.7774 -2.5438
C -1.8109 0.1552 -3.5354
C -2.7067 0.4874 -4.5458
C -2.3932 1.4812 -5.4543
C -1.1950 2.1680 -5.3540
C -0.2946 1.8306 -4.3602
C -0.5778 0.8141 -3.4563
C 0.4567 0.4061 -2.4853
C 0.9777 -0.8846 -2.5386
C 2.0170 -1.2560 -1.7056
C 2.5346 -0.3493 -0.7953
C 2.0088 0.9295 -0.7217
C 0.9819 1.3092 -1.5675
H 0.5799 2.3114 -1.5213
H 2.4044 1.6346 -0.0070
H 3.3478 -0.6380 -0.1473
H 2.4268 -2.2531 -1.7681
H 0.5814 -1.5829 -3.2618
H 0.6563 2.3392 -4.2901
H -0.9568 2.9548 -6.0537
H -3.0951 1.7276 -6.2365
H -3.6427 -0.0412 -4.6139
H -1.6947 -0.6750 -1.6393
H -3.8619 -1.4419 1.0667
H -3.1476 -3.0252 1.4785
H -2.3146 -1.3505 3.0614
H -1.7865 -0.2950 1.7101
H 2.8735 -1.0036 2.4404
H 3.8931 1.2561 2.3078
C 3.1692 4.0354 1.5956
H 3.5539 5.0526 1.5881
H 2.3138 3.9878 0.9248
H 3.9468 3.3764 1.2172
H 2.0028 4.3567 3.3603

Force components x, y, z for each atom (eV/Å):
C -0.248 0.101 -0.026
H 0.043 -0.024 0.116
H 0.120 -0.083 -0.030
H 0.092 0.091 0.018
C 0.206 0.014 -0.059
C -0.122 0.063 0.042
C -0.098 -0.012 0.067
C 0.163 -0.073 -0.057
C -0.245 -0.681 0.056
C -0.153 0.073 0.059
C -0.002 -0.077 -0.042
H -0.043 0.087 0.035
H -0.135 0.062 0.077
S -0.222 -0.134 -0.138
O -0.102 0.328 -0.102
O 0.137 0.237 -0.234
N 0.531 -0.117 0.852
C -0.597 0.173 0.206
C 0.138 0.218 0.170
N -0.105 -0.078 0.077
C 0.209 0.100 0.199
C 0.330 -0.173 -0.543
H 0.002 0.022 -0.204
H 0.000 -0.086 -0.025
H 0.041 -0.033 0.016
H 0.012 -0.005 -0.094
C -0.144 -0.173 -0.165
C -0.024 0.307 0.015
H -0.014 -0.061 -0.025
H 0.066 -0.096 -0.033
H -0.003 -0.068 0.092
H 0.126 -0.010 -0.034
C 0.084 0.013 0.441
O -0.209 -0.119 -0.263
N 0.298 0.148 0.167
C 0.052 0.179 -0.276
C -0.095 -0.065 -0.016
C 0.054 0.030 0.045
C 0.018 0.093 -0.076
C -0.105 -0.010 0.006
C -0.166 -0.034 -0.142
C 0.078 -0.040 0.104
C 0.028 0.028 0.017
C 0.052 -0.053 -0.003
C 0.052 0.033 0.004
C 0.118 0.011 0.043
C -0.092 -0.031 -0.025
H -0.046 0.090 0.002
H 0.028 0.067 0.065
H 0.085 -0.043 0.089
H 0.049 -0.107 -0.012
H -0.046 -0.067 -0.074
H 0.088 0.026 0.002
H 0.026 0.058 -0.069
H -0.071 0.014 -0.063
H -0.056 -0.030 0.004
H -0.207 -0.008 -0.036
H 0.035 -0.034 0.023
H -0.042 0.029 -0.004
H -0.150 0.084 -0.089
H -0.056 -0.064 0.013
H 0.143 -0.065 -0.053
H 0.138 0.011 -0.051
C -0.185 0.046 0.211
H 0.067 0.095 -0.049
H -0.041 0.003 -0.128
H 0.105 -0.085 -0.075
H 0.012 -0.095 -0.016

=====

This record from the OMol25 dataset describes the ion C28H33N4O with charge +1. The level of theory is ωB97M-V/def2-TZVPD.

The energy above the lowest of the compared OMol25 structures with the same formula, charge and spin is 109.1 kJ/mol. The calculation puts the LUMO energy at -0.1150 Eh. The calculation puts the total energy at -1380.78540 Ha. The net charge is +1. As for the SMILES: CN1C(=O)[C@@H](Cc2ccccc2)N(/C=C/[C@H](c2ccccc2)[n+]2ccn(C)c2)C12CCCC2. Its multiplicity is 1. Its orbital gap is 0.274 Ha.

Element x y z (Å)
C 3.4142 3.3975 1.0853
N 2.7872 2.4449 0.1950
C 3.5356 1.7253 -0.6954
O 4.7452 1.8489 -0.8923
C 2.5943 0.7317 -1.3597
C 3.0313 -0.7202 -1.1930
C 3.0421 -1.0971 0.2682
C 4.1114 -0.6986 1.0777
C 4.0934 -0.9565 2.4489
C 3.0099 -1.6372 3.0155
C 1.9595 -2.0770 2.2029
C 1.9937 -1.8332 0.8288
N 1.3168 0.9656 -0.7164
C 0.2781 0.1340 -1.0509
C -0.9792 0.1222 -0.5168
C -2.2197 -0.3027 -1.2491
C -3.4512 -0.2933 -0.2243
C -4.5750 -1.0113 -0.6282
C -5.8404 -0.7348 -0.0876
C -5.9732 0.2128 0.9334
C -4.8248 0.8263 1.4595
C -3.5603 0.5367 0.9275
C 1.3969 2.0146 0.3274
C 1.1209 1.4868 1.7548
C 0.5792 2.6873 2.5297
C 0.1484 3.7639 1.5039
C 0.4544 3.2298 0.1039
H 4.4029 3.6606 0.6816
H 2.7903 4.2986 1.1631
H 3.5490 2.9768 2.0991
H 2.5242 1.0081 -2.4262
H 2.3508 -1.3663 -1.7560
H 4.0399 -0.8096 -1.6152
H 4.9637 -0.1886 0.6183
H 4.9332 -0.6292 3.0669
H 2.9927 -1.8396 4.0886
H 1.1130 -2.6215 2.6302
H 1.2003 -2.2110 0.1777
H 0.4823 -0.5707 -1.8496
H -1.1785 0.6946 0.3648
H -2.5296 0.6024 -1.8481
H -4.4712 -1.7682 -1.4061
H -6.6960 -1.2607 -0.5180
H -6.9636 0.4532 1.3153
H -4.9265 1.5256 2.2858
H -2.6782 0.9169 1.4632
H 0.3954 0.6675 1.6891
H 2.0481 1.0680 2.1731
H -0.2671 2.3938 3.1636
H 1.3565 3.0825 3.1988
H -0.9193 3.9968 1.6132
H 0.6957 4.6989 1.6841
H 0.9482 3.9711 -0.5416
H -0.4494 2.8700 -0.4017
C -1.2703 -4.9194 -2.6459
N -1.7144 -3.5490 -2.6072
C -1.6141 -2.6469 -1.6047
N -2.1070 -1.4342 -2.0480
C -2.6082 -1.6589 -3.3572
C -2.3246 -2.9294 -3.6866
H -1.5260 -5.4213 -3.5974
H -0.1752 -4.9843 -2.5600
H -1.7393 -5.5262 -1.8582
H -1.1866 -2.8535 -0.6251
H -3.1236 -0.9664 -4.0055
H -2.5064 -3.4970 -4.5670

Force components x, y, z for each atom (eV/Å):
C -0.022 0.232 0.344
N 0.725 -0.639 -0.679
C 0.741 0.378 0.500
O -1.607 -0.256 0.056
C 0.040 0.104 -0.554
C 0.680 -0.006 0.068
C 0.109 -0.440 0.060
C -0.035 0.019 0.118
C -0.128 -0.100 -0.094
C -0.059 0.054 -0.068
C 0.133 -0.060 -0.059
C 0.204 0.217 0.217
N -0.130 -0.404 -0.101
C -1.075 1.058 0.857
C 1.352 -0.107 -0.497
C -1.269 3.725 3.160
C 0.068 -0.538 -0.208
C -0.334 0.551 0.163
C 0.378 -0.111 0.080
C 0.275 -0.153 -0.409
C -0.030 -0.661 -0.395
C 0.048 -0.199 -0.406
C -0.059 -0.105 -0.119
C 0.053 -0.073 -0.406
C -0.043 0.035 0.530
C -0.271 0.426 0.211
C 0.087 -0.548 -0.117
H -0.444 -0.153 0.084
H 0.290 -0.187 -0.032
H -0.032 0.124 -0.390
H 0.173 -0.205 0.171
H 0.230 -0.007 0.018
H -0.206 -0.091 -0.030
H -0.318 -0.108 0.222
H -0.307 -0.163 -0.161
H -0.012 0.075 -0.345
H 0.345 0.148 -0.062
H 0.163 0.171 0.245
H 0.183 0.379 -0.324
H 0.004 0.323 0.003
H 0.361 -1.245 -0.231
H -0.224 0.283 -0.003
H 0.148 0.216 0.391
H 0.267 -0.006 -0.025
H 0.136 -0.209 -0.082
H -0.494 0.114 -0.596
H 0.162 0.160 0.107
H -0.349 0.048 -0.089
H 0.244 0.089 -0.066
H -0.288 -0.068 -0.145
H 0.292 0.013 -0.045
H -0.236 -0.216 -0.015
H -0.227 -0.309 0.124
H 0.118 0.146 0.068
C 0.638 -1.569 0.166
N -0.543 1.726 0.253
C -0.317 0.674 -1.351
N 0.016 -4.297 -1.826
C 0.527 0.306 0.807
C 0.288 -0.471 0.790
H -0.076 0.710 0.377
H -0.391 0.134 0.131
H 0.186 0.397 -0.104
H -0.161 0.290 -0.324
H 0.185 0.433 0.531
H -0.164 -0.057 -0.496

=====

This record from the OMol25 dataset describes a structure of composition C28H33N4OSTeZr. The level of theory is ωB97M-V/def2-TZVPD.

The energy above the lowest of the compared OMol25 structures with the same formula, charge and spin is 44.9 kJ/mol. The calculation puts the LUMO energy at -0.3442 Eh. The calculation puts the total energy at -2093.49309 Ha. The net charge is +3. Its multiplicity is 1. Its orbital gap is 0.232 Ha.

Element x y z (Å)
Zr -0.5079 0.4263 -0.1756
C 1.4232 -1.6321 1.2609
N 1.5502 -0.4661 0.3650
C 2.0496 -0.8961 -0.9540
C 0.9627 -1.6701 -1.6833
C 1.2659 -2.5280 -2.7340
C 0.2407 -3.2337 -3.3445
C -1.0588 -3.0651 -2.8780
C -1.2807 -2.2138 -1.8128
N -0.2930 -1.5335 -1.2061
C 2.4221 0.5516 0.9815
C 2.1574 1.9211 0.3994
C 3.1453 2.8963 0.3494
C 2.8482 4.1295 -0.2146
C 1.5626 4.3486 -0.6960
C 0.6220 3.3420 -0.5744
N 0.9010 2.1420 -0.0338
C 0.2486 -1.4870 2.1981
C 0.2347 -2.2016 3.3898
C -0.8778 -2.1390 4.2132
C -1.9377 -1.3334 3.8137
C -1.8381 -0.6369 2.6240
N -0.7729 -0.6964 1.7995
H 2.3469 -1.7900 1.8368
H 1.2672 -2.5438 0.6669
H 2.9458 -1.5290 -0.8622
H 2.3332 -0.0100 -1.5469
H 2.2896 -2.6493 -3.0522
H 0.4517 -3.9179 -4.1495
H -1.8808 -3.5928 -3.3316
H -2.2806 -2.0877 -1.4052
H 3.4864 0.3019 0.8654
H 2.2076 0.5913 2.0595
H 4.1265 2.6976 0.7566
H 3.5970 4.9028 -0.2704
H 1.2981 5.2894 -1.1515
H -0.3963 3.5002 -0.9085
H 1.0812 -2.8154 3.6585
H -0.9143 -2.7019 5.1322
H -2.8316 -1.2536 4.4106
H -2.6526 0.0064 2.3149
C -3.4340 4.3972 -1.3956
C -2.9531 2.9680 -1.5011
S -2.4748 2.3340 0.1783
O -0.8962 0.8729 -1.9132
C -3.9947 1.4000 0.5795
C -3.9687 0.0404 -0.1101
H -3.7618 4.7395 -2.3727
H -2.6485 5.0599 -1.0471
H -4.2784 4.4756 -0.7177
H -2.0796 2.8619 -2.1471
H -3.7349 2.3099 -1.8807
H -4.8545 2.0029 0.2759
H -4.0295 1.3216 1.6681
H -4.4023 0.1063 -1.1086
H -4.5616 -0.6797 0.4572
H -2.9133 -0.3194 -0.1912
Te 0.3568 1.1049 -3.4283
C -0.9842 0.1712 -4.8427
C -0.5833 -0.1222 -6.1388
C -1.5049 -0.6854 -7.0102
C -2.8047 -0.9320 -6.5951
C -3.1898 -0.6400 -5.2956
C -2.2761 -0.0918 -4.4113
H 0.4209 0.0977 -6.4710
H -1.2077 -0.9097 -8.0236
H -3.5207 -1.3417 -7.2886
H -4.2061 -0.8194 -4.9752
H -2.5468 0.1447 -3.3867

Force components x, y, z for each atom (eV/Å):
Zr -0.504 0.531 0.981
C -0.176 -0.565 0.397
N 0.097 0.039 0.003
C 0.281 -0.191 -0.648
C 0.276 -0.498 0.097
C -0.188 0.113 0.288
C -0.029 0.203 0.284
C 0.130 0.157 0.196
C -0.307 -0.338 -0.064
N 0.617 -0.582 -0.409
C 0.329 0.583 0.263
C 0.577 -0.052 0.186
C -0.308 -0.213 0.023
C -0.284 -0.222 0.088
C -0.086 -0.223 0.110
C -0.040 0.622 -0.183
N 0.569 0.000 -0.055
C 0.401 -0.233 0.196
C -0.106 0.177 -0.273
C -0.027 0.193 -0.330
C 0.090 0.033 -0.204
C -0.380 0.046 0.304
N -0.114 -0.545 0.836
H -0.163 0.099 -0.204
H 0.056 0.278 0.055
H -0.144 0.196 0.085
H -0.039 -0.250 0.241
H 0.115 0.026 -0.042
H 0.022 -0.068 -0.156
H -0.142 -0.051 0.007
H 0.127 0.013 -0.111
H -0.247 -0.106 0.052
H 0.027 -0.099 -0.197
H 0.053 -0.084 -0.063
H 0.116 0.098 -0.032
H -0.113 0.059 -0.025
H 0.141 0.002 -0.059
H 0.105 -0.017 -0.008
H -0.028 -0.040 0.125
H -0.087 0.078 0.050
H 0.083 -0.070 0.007
C -0.050 -0.055 0.077
C 0.273 -0.052 0.003
S -0.605 0.200 0.204
O -0.176 0.512 -1.366
C 0.323 0.023 0.140
C -0.120 0.073 0.114
H -0.026 0.029 -0.148
H 0.083 0.113 0.066
H -0.104 0.086 0.093
H -0.139 0.006 0.076
H 0.114 -0.106 0.044
H 0.162 -0.013 0.057
H -0.030 0.068 -0.122
H 0.268 -0.122 -0.059
H 0.157 -0.120 -0.099
H -0.730 -0.178 0.028
Te -0.441 0.147 -1.484
C 0.167 0.113 0.389
C 0.186 0.139 0.337
C -0.026 0.059 -0.023
C 0.034 -0.019 -0.007
C -0.022 0.004 -0.004
C 0.202 0.197 0.305
H 0.089 -0.037 -0.125
H 0.024 -0.014 -0.066
H -0.076 -0.075 -0.086
H -0.057 -0.042 0.003
H -0.183 -0.034 -0.155

=====

This record from the OMol25 dataset describes the molecule C28H33NO6. The level of theory is ωB97M-V/def2-TZVPD.

The calculation puts the LUMO energy at 0.0274 Eh. The calculation puts the total energy at -1592.92221 Ha. The net charge is 0. As for the SMILES: CCOC(=O)C(C(=O)OCC)(C(=O)OCC)[C@H](c1ccc(C)cc1)c1c(C)n(C)c2ccccc12. Its multiplicity is 1. Its orbital gap is 0.291 Ha.

Element x y z (Å)
C 4.3420 -0.6624 3.1891
C 3.9028 0.3007 2.1162
O 2.4654 0.0705 1.9495
C 1.8386 0.8476 1.0684
C 0.3381 0.5071 0.7654
C -0.4459 1.6676 1.4541
O 0.0487 2.7651 1.6711
O -1.7315 1.3550 1.6883
C -2.5116 2.3610 2.4104
C -3.7852 1.6551 2.7009
C 0.0190 -0.9019 1.4176
O 0.7949 -1.8633 1.2857
O -1.1396 -1.1261 2.1001
C -1.2252 -2.4859 2.6353
C -2.5040 -2.4489 3.4237
O 2.4439 1.7602 0.5197
H 5.4269 -0.6286 3.4060
H 3.8450 -0.4481 4.1360
H 4.1283 -1.6981 2.9306
H 4.0558 1.3423 2.4261
H 4.4011 0.1069 1.1625
H -1.9856 2.6134 3.3369
H -2.6234 3.2671 1.7952
H -4.4035 2.2520 3.3532
H -4.3382 1.4350 1.7996
H -3.5743 0.7190 3.2003
H -1.2499 -3.1935 1.7935
H -0.3493 -2.6995 3.2636
H -2.8692 -3.4342 3.7769
H -2.3861 -1.8579 4.3345
H -3.2819 -1.9925 2.8142
C 2.3536 2.4789 -2.8594
C 2.1066 1.0271 -2.6007
N 2.9485 0.0392 -3.0590
C 4.0424 0.2797 -3.9926
C 2.5300 -1.2052 -2.6014
C 1.3554 -0.9911 -1.8252
C 0.6879 -2.1000 -1.2961
C 1.3702 -3.3427 -1.3028
C 2.5060 -3.5431 -2.1191
C 3.0616 -2.4560 -2.7908
C 1.1646 0.4218 -1.7244
C 0.1566 1.0624 -0.8560
C -1.2887 1.0086 -1.2212
C -1.8466 -0.0214 -1.9663
C -3.2287 -0.2379 -1.9063
C -4.0742 0.6514 -1.2361
C -5.5487 0.3892 -1.0362
C -3.5244 1.8667 -0.8047
C -2.1446 2.0540 -0.8238
H 1.5872 3.0344 -2.2694
H 3.3648 2.8202 -2.5306
H 2.1972 2.7596 -3.9553
H 4.6498 -0.6273 -4.1361
H 3.7150 0.5724 -4.9997
H 4.7031 1.0787 -3.6369
H -0.3626 -2.0471 -0.9868
H 0.9581 -4.1685 -0.7244
H 2.9620 -4.5429 -2.1479
H 3.9390 -2.5359 -3.4279
H 0.5211 2.0062 -0.5315
H -1.2555 -0.7290 -2.5300
H -3.6840 -1.1519 -2.2976
H -6.1280 1.2978 -0.7797
H -6.0067 -0.1194 -1.9020
H -5.6095 -0.2970 -0.1781
H -4.1300 2.6989 -0.4039
H -1.6941 2.9845 -0.4649

Force components x, y, z for each atom (eV/Å):
C 0.551 -0.330 0.556
C -0.445 0.059 0.200
O -0.153 -0.042 0.146
C 1.622 0.951 -0.901
C -0.057 0.826 1.295
C 0.105 0.652 0.567
O -0.912 -1.447 -0.092
O 1.073 0.754 0.491
C 0.728 -0.263 -0.332
C -0.513 -0.057 0.202
C 1.151 -2.938 -0.986
O -1.386 2.758 0.412
O 1.196 0.558 -0.531
C -0.079 0.276 -0.095
C -0.598 -0.492 0.657
O -1.199 -1.054 0.435
H -0.440 0.289 -0.366
H -0.113 0.033 -0.056
H -0.169 0.018 -0.162
H -0.010 -0.241 -0.269
H -0.158 0.167 0.065
H 0.068 0.077 -0.269
H 0.092 -0.329 0.163
H -0.299 0.245 0.221
H -0.145 -0.047 -0.295
H 0.056 -0.241 0.152
H 0.053 0.233 0.297
H -0.208 0.091 -0.337
H 0.398 0.327 -0.462
H 0.044 0.167 -0.144
H -0.122 -0.044 0.032
C -0.526 0.645 -0.452
C -0.833 -0.942 2.021
N 0.298 -0.082 -0.780
C 0.295 -0.159 -0.176
C -0.895 0.972 0.441
C 0.576 -0.207 -0.271
C 0.639 -1.278 -0.377
C -0.765 0.696 -0.837
C -0.063 0.301 0.808
C 0.758 -0.714 -0.356
C 0.490 0.302 -2.215
C 0.304 -1.571 1.398
C -0.278 1.018 -0.774
C -0.842 -0.648 0.494
C -0.325 0.101 0.339
C -0.051 0.979 -0.394
C 0.039 -0.372 0.193
C 0.400 0.439 -0.047
C 0.043 -0.498 0.014
H 0.689 -0.224 -0.462
H -0.731 -0.319 -0.267
H 0.300 -0.410 1.354
H -0.312 0.313 0.325
H -0.293 -0.056 0.272
H -0.135 -0.206 0.102
H 0.732 0.080 0.466
H -0.017 0.083 -0.348
H -0.163 0.602 -0.145
H -0.109 -0.376 0.095
H -0.042 1.331 -0.680
H 0.266 0.000 0.223
H 0.332 0.292 -0.193
H 0.419 -0.449 -0.253
H 0.163 0.278 0.345
H -0.335 0.100 -0.169
H 0.071 -0.676 -0.323
H -0.234 -0.305 0.031

=====

Question: Which of these has the highest net charge?
Answer: C28H33N4OSTeZr